Density functional theory data (the ωB97M-V functional and the def2-TZVPD basis) for an isolated ion of composition C3H8NS and charge -1.

Structure (XYZ):
```
13
Properties=species:S:1:pos:R:3:forces:R:3:lowdin_charge:R:1
C -0.16767 0.13291 0.69200 0.126 -0.136 0.797 -0.336
C 1.12304 1.05464 1.08367 -1.608 -0.510 -1.669 -0.829
C -0.16278 -0.53997 -0.67037 0.737 -1.211 -2.893 -0.345
H -1.11023 0.72658 0.81942 0.544 -0.303 -0.056 0.082
H -1.46578 -1.46311 -2.10299 -0.117 0.897 0.202 0.034
H -2.00965 -0.02922 -1.24499 -0.351 -0.928 -0.946 0.035
H -0.22383 -0.78647 1.35138 0.045 1.404 0.034 0.096
S 2.65571 0.15174 0.98237 0.818 -0.483 -0.221 0.051
H 0.40183 0.02347 -1.52688 -0.822 -0.523 1.707 0.113
H 1.13032 1.92006 0.24887 -0.252 -1.271 2.333 0.063
N -1.56154 -0.95407 -1.22217 1.358 1.336 1.968 -0.062
H 1.02121 1.28216 2.17704 -0.414 0.788 -1.239 0.013
H 0.36936 -1.51872 -0.58733 -0.063 0.941 -0.017 0.083
```
Forces are in eV/Å.

Properties
- gap between HOMO and LUMO (eV) = 6.4
- molecular weight (g/mol) = 90.17
- total charge = -1
- LUMO (hartree) = 0.1521
- energy above the lowest of the compared OMol25 structures with the same formula, charge and spin (kcal per mole) = 30.2
- SMILES = NCCC[S-]
- max |F| (eV Å⁻¹) = 3.22
- HOMO (Ha) = -0.0818